No. 1
12
Properties=species:S:1:pos:R:3:lowdin_charge:R:1 method="wB97M-V/def2-TZVPD" homo_lumo_gap_ev=9.4 e_above_lowest_kcal_mol=82.83 e_homo_ev=-9.19 total_charge=0
C 0.80 -0.36 -0.40 -0.03
C -0.55 0.51 1.61 -0.21
C -0.11 0.70 0.16 -0.49
H -1.00 -0.36 -1.19 0.15
O -1.64 0.76 2.06 0.08
H 0.78 1.42 0.30 0.17
H -0.04 -1.60 -2.04 0.13
O -0.25 -1.36 -1.11 -0.04
H 1.44 -0.84 0.36 0.12
O -1.07 0.89 -0.78 -0.12
H 0.29 0.18 2.27 0.12
H 1.35 0.06 -1.24 0.12

No. 2
7
Properties=species:S:1:pos:R:3:lowdin_charge:R:1 method="wB97M-V/def2-TZVPD" homo_lumo_gap_ev=11.2 e_above_lowest_kcal_mol=14.27 smiles=C#C[SiH2]Cl e_homo_ev=-10.36 total_charge=0
H -0.48 -1.40 1.19 -0.09
Si -0.73 -0.74 -0.01 0.10
C 0.29 0.78 -0.07 -0.35
H 0.89 2.85 -0.28 0.01
Cl -2.39 0.30 0.03 0.34
H -0.65 -1.68 -1.29 -0.03
C 0.64 1.91 0.08 0.01

No. 3
108
Properties=species:S:1:pos:R:3:lowdin_charge:R:1 method="wB97M-V/def2-TZVPD" homo_lumo_gap_ev=7.5 e_above_lowest_kcal_mol=11.76 e_homo_ev=-5.79 total_charge=-1
S 47.29 48.10 55.33 0.24
O 40.62 49.20 55.83 -0.03
C 44.25 51.94 52.04 -0.04
H 48.36 50.86 54.78 -0.03
H 48.03 43.22 55.68 0.02
O 40.28 47.28 49.76 -0.09
H 48.10 46.02 53.50 -0.07
H 45.07 49.44 51.48 0.11
H 41.05 44.28 50.31 0.00
O 41.68 49.50 49.57 -0.05
C 44.86 44.66 53.00 -0.23
H 44.31 42.02 54.68 0.05
H 45.37 38.97 56.33 0.04
O 45.56 46.75 50.12 0.01
H 41.37 52.26 50.82 0.06
H 40.68 48.83 54.96 -0.02
H 45.11 49.37 53.11 0.07
H 49.63 43.29 55.66 0.07
H 47.49 47.56 52.66 0.00
H 44.98 46.34 49.47 0.09
H 48.30 44.31 49.98 0.11
O 47.51 50.80 51.79 -0.05
H 45.78 44.76 53.46 0.09
H 47.38 49.82 51.72 0.03
H 42.46 49.73 49.10 0.04
H 43.14 45.59 52.61 0.15
H 44.43 52.03 50.95 0.09
O 40.72 47.34 53.56 -0.08
O 41.92 43.92 50.32 -0.05
O 43.22 43.92 56.98 0.07
H 48.08 41.12 55.20 0.09
O 45.20 52.78 48.57 0.02
H 47.17 45.67 56.55 0.01
O 47.00 47.53 54.04 -0.38
O 46.80 44.73 56.73 -0.12
O 42.50 55.60 53.46 -0.02
H 42.04 51.21 52.01 0.02
H 45.99 42.82 54.30 0.12
H 42.30 56.28 54.21 0.11
H 45.04 44.50 51.80 0.18
H 41.20 47.16 57.29 0.05
H 40.73 46.63 54.27 0.04
C 44.04 45.85 53.22 -0.09
H 45.12 47.31 56.49 0.00
O 48.03 51.73 54.50 -0.12
C 44.87 42.86 54.52 -0.03
H 47.62 41.25 52.29 0.00
C 43.77 48.30 52.54 -0.17
H 46.32 40.48 51.93 0.12
H 41.27 42.61 55.79 -0.06
H 42.16 44.90 56.13 0.07
H 40.73 48.06 50.08 -0.03
O 47.02 40.67 52.63 -0.02
O 41.88 47.66 56.89 -0.05
H 41.80 41.64 53.82 -0.06
H 47.82 51.39 53.61 -0.02
H 42.04 43.46 51.17 0.02
O 42.29 41.58 53.02 -0.08
N 44.59 47.18 52.75 0.05
H 44.34 46.99 57.74 0.14
H 48.62 48.06 51.57 0.06
H 44.81 47.02 51.62 0.18
O 47.68 47.86 51.68 -0.11
H 41.40 50.14 50.24 0.02
H 46.00 45.25 56.63 -0.04
H 43.32 43.24 57.56 0.06
H 49.51 45.63 53.15 0.01
H 45.05 52.05 52.77 0.11
H 42.97 39.17 54.97 0.07
H 42.95 42.35 53.16 0.03
O 47.92 47.11 56.26 -0.36
O 41.34 45.01 55.45 -0.03
H 47.10 40.41 54.36 -0.04
H 40.63 44.86 55.92 -0.05
H 46.02 40.23 56.26 -0.01
H 41.68 41.28 55.52 -0.01
O 47.43 40.26 55.24 -0.12
O 45.32 39.81 56.78 -0.07
O 44.29 43.42 53.34 -0.22
O 47.49 44.68 50.49 -0.09
H 42.23 54.83 53.71 -0.09
H 47.72 51.01 50.90 0.03
H 45.40 53.27 49.29 -0.03
O 43.59 50.68 52.44 -0.18
H 39.32 47.48 49.65 0.05
H 47.64 45.05 51.35 -0.01
O 42.89 39.90 55.60 -0.06
H 43.56 39.86 56.29 0.00
O 46.08 48.55 55.87 -0.30
H 43.76 45.71 54.26 0.12
H 42.58 47.06 56.50 0.05
O 48.66 45.37 53.28 0.04
H 41.18 48.86 56.40 -0.15
O 48.29 49.16 55.26 -0.33
O 48.85 42.75 55.46 -0.07
H 45.45 47.36 53.33 0.12
H 43.24 48.50 53.48 0.15
H 44.71 53.38 48.07 0.01
C 44.55 49.57 52.35 -0.13
H 43.10 48.04 51.73 0.14
O 44.41 46.69 56.76 -0.11
H 39.92 47.12 53.07 0.05
O 41.28 51.56 51.50 -0.08
H 43.63 52.74 52.31 0.06
O 40.97 41.89 55.37 0.01
H 44.60 43.57 55.30 0.07
H 43.79 44.52 57.20 -0.07
H 46.34 46.36 50.21 -0.06

No. 4
13
Properties=species:S:1:pos:R:3:lowdin_charge:R:1 method="wB97M-V/def2-TZVPD" homo_lumo_gap_ev=10.7 e_above_lowest_kcal_mol=59.32 smiles=N#C[C@H]1C[C@H]2CN21 e_homo_ev=-9.83 total_charge=0
H -0.54 1.53 -0.75 0.11
C 0.55 0.09 1.37 -0.11
C 0.19 0.76 -0.96 -0.07
N 0.54 -0.97 0.34 0.01
C 1.22 0.34 0.10 -0.23
C -1.85 -0.70 -0.11 -0.17
H -0.34 0.68 1.60 0.12
H 0.66 0.88 -1.94 0.11
C -0.49 -0.60 -0.67 -0.30
H 2.30 0.36 -0.03 0.13
N -2.89 -0.91 0.37 0.15
H -0.48 -1.24 -1.56 0.14
H 1.14 -0.21 2.23 0.11

No. 5
75
Properties=species:S:1:pos:R:3:lowdin_charge:R:1 method="wB97M-V/def2-TZVPD" homo_lumo_gap_ev="6.9 / 6.3" s_squared=2.017 e_above_lowest_kcal_mol=8.91 e_homo_ev="-12.94 / -12.98" total_charge=+2 spin_multiplicity=3
H 1.20 -4.45 0.98 0.09
C 0.33 1.08 4.22 -0.16
C 1.42 -3.79 -1.48 -0.06
C -3.10 -2.90 -0.86 -0.16
H 6.52 -4.08 -0.47 0.09
N -3.46 -1.60 -1.26 0.21
H 5.46 -5.14 -1.40 0.10
C 4.98 -4.38 1.65 -0.06
C -1.44 -3.84 0.61 -0.02
H -0.62 -3.72 1.31 0.10
C -3.12 -5.22 -0.47 -0.04
O 0.76 1.57 -0.32 -0.34
H 0.75 -4.57 -1.12 0.14
C -1.98 -2.74 -0.06 -0.18
C -2.65 0.73 -0.82 -0.07
C 5.28 0.46 0.28 0.02
H 3.07 -2.06 0.64 0.09
O 0.66 -1.52 -1.71 -0.01
I 0.79 4.77 -0.66 1.00
C 0.82 0.22 3.25 -0.17
C 0.99 -2.46 -0.95 -0.52
C 2.73 -4.51 2.48 -0.09
H 2.25 -1.34 2.78 0.09
H -1.12 2.02 -0.33 0.08
C 3.16 -4.25 0.13 -0.26
C -2.03 1.56 1.44 -0.05
N 2.54 -0.11 0.22 0.04
H -2.90 0.96 1.70 0.15
H 3.32 -1.17 5.01 0.11
H -1.38 2.38 4.09 0.19
N -1.66 -1.35 -0.02 0.04
C 3.43 -1.06 0.43 -0.07
C 2.26 -4.41 1.17 -0.02
H -4.24 -1.36 -1.85 0.19
H 2.04 -4.63 3.31 0.12
H -2.32 2.61 1.50 0.15
I 6.66 3.54 -0.07 1.02
C 4.53 -4.28 0.34 -0.21
N -1.58 1.21 0.08 -0.12
C 2.01 2.10 -0.24 -0.38
H -2.46 1.09 -1.83 0.15
H -3.55 -6.20 -0.62 0.12
Mo 0.29 -0.28 0.14 1.89
O 0.93 -2.20 0.35 -0.23
N -0.78 1.71 3.64 0.21
H 5.48 -1.64 0.64 0.11
O 2.77 -4.05 -1.18 0.00
H -4.57 -4.23 -1.73 0.13
C 3.01 1.17 0.02 -0.14
C 4.36 1.52 0.06 -0.19
N 0.01 0.38 2.10 0.01
C 4.68 2.89 -0.12 -0.66
C -0.93 1.25 2.40 -0.28
C 3.69 3.81 -0.32 -0.18
C 1.99 0.37 5.73 -0.04
C 4.09 -4.46 2.71 -0.66
H 1.36 -3.73 -2.56 0.15
H 6.34 0.67 0.31 0.09
C 2.48 -0.53 4.76 -0.04
C 4.81 -0.81 0.46 0.01
H 5.25 -3.41 -1.51 0.08
H -3.63 1.09 -0.52 0.14
C -2.59 -0.75 -0.74 -0.29
C 5.50 -4.22 -0.82 -0.01
C 0.90 1.18 5.48 0.01
H 2.47 0.41 6.70 0.12
H 0.52 1.86 6.24 0.13
C -3.69 -4.13 -1.10 0.01
H 6.05 -4.39 1.86 0.12
C -2.02 -5.07 0.39 -0.05
Cl 4.68 -4.51 4.34 0.69
H -1.64 -5.94 0.91 0.12
C 2.33 3.41 -0.38 -0.63
C 1.90 -0.62 3.51 0.00
H 3.94 4.85 -0.43 0.09

No. 6
102
Properties=species:S:1:pos:R:3:lowdin_charge:R:1 method="wB97M-V/def2-TZVPD" homo_lumo_gap_ev=7.0 e_above_lowest_kcal_mol=8.38 e_homo_ev=-10.39 total_charge=+1
C -3.40 5.41 -0.18 -0.29
H 3.13 -0.63 -4.72 0.07
C 2.97 -0.81 -2.54 -0.63
P 0.36 -0.30 2.46 1.10
C 2.74 0.65 3.82 -0.07
H -1.34 -2.06 2.64 0.10
C -0.43 -4.93 -1.52 0.00
H -1.42 2.67 3.86 0.10
H 3.79 1.14 -3.11 0.07
C -4.74 8.72 0.12 -0.02
H 2.64 -1.66 5.18 0.10
N 0.02 -2.59 1.15 -0.02
C -0.62 2.11 3.37 -0.08
C -2.75 3.03 -0.21 0.03
H 0.90 -2.62 -3.12 0.09
N -0.47 2.31 -0.08 -0.08
H 1.54 2.43 -3.11 0.08
C -0.10 3.60 -0.04 -0.10
H 4.13 -1.87 -3.98 0.10
N -4.65 5.16 -0.47 0.19
H 4.07 0.73 -1.43 0.06
C -1.02 -6.10 0.51 -0.08
N -3.16 6.73 0.09 0.17
H 3.04 -1.11 1.65 0.04
H 3.72 -1.74 3.15 0.10
H -0.64 -1.81 -2.83 0.10
H -2.30 7.14 0.41 0.16
C 1.34 1.84 -4.01 -0.08
H -0.63 5.65 -0.05 0.12
C -2.37 4.37 -0.14 -0.11
H -0.89 -5.01 2.36 0.11
C -4.37 7.38 -0.04 -0.19
H 0.80 2.48 -4.72 0.10
C -6.62 6.71 -0.63 -0.01
C -2.28 0.38 2.65 -0.09
H -1.37 -7.01 0.99 0.11
H 1.01 -2.17 4.77 0.07
P 1.16 -0.32 -2.22 1.09
C -7.00 8.03 -0.47 -0.08
H 4.96 -0.09 -2.69 0.10
H 4.39 -2.12 -1.62 0.10
H 2.18 1.32 4.47 0.08
C -0.91 1.07 -3.34 -0.10
H -1.55 0.24 -3.01 0.08
H 2.78 -2.82 -1.68 0.09
N 0.28 -2.54 -1.11 -0.03
H 2.42 -2.17 -4.21 0.07
H -1.28 -0.90 4.97 0.08
Ir 0.55 0.32 0.08 0.99
H -0.32 -4.90 -2.60 0.11
H 3.62 0.33 4.38 0.10
C 2.79 -1.55 2.62 -0.08
C 2.17 1.43 0.37 -0.72
C 1.67 -1.31 4.82 -0.08
C -6.07 9.02 -0.10 -0.08
H -0.88 1.82 -2.56 0.05
H -0.45 0.56 5.54 0.08
C -1.78 2.06 -0.19 -0.17
H 2.30 1.59 -4.48 0.07
B 0.44 -1.76 0.07 -0.65
C -0.75 -4.99 1.29 0.00
F 2.00 2.31 1.39 0.03
H -7.33 5.95 -0.91 0.11
F 3.30 0.74 0.66 0.05
C 0.38 -0.25 -4.99 -0.07
H -2.16 0.60 5.18 0.10
C 1.93 -0.60 3.47 -0.63
C 3.15 -1.40 -3.95 -0.08
C -0.30 -3.84 0.65 -0.15
H -2.06 1.02 -0.28 0.10
C -0.86 -6.07 -0.87 -0.08
H -3.80 2.77 -0.30 0.13
H 0.20 -2.66 3.24 0.08
H -3.00 1.16 2.93 0.10
H -4.03 9.48 0.40 0.11
C -5.28 6.39 -0.40 -0.22
H 3.09 1.21 2.96 0.06
C -0.14 -3.81 -0.75 -0.15
H -2.15 0.42 1.57 0.03
C 3.33 -1.90 -1.51 -0.07
H -2.74 -0.57 2.90 0.08
H -1.38 1.52 -4.21 0.10
H 0.96 3.81 0.03 0.11
H -0.52 2.47 2.35 0.05
C -0.97 0.62 3.41 -0.67
H -1.08 -6.96 -1.45 0.11
H 1.34 -0.55 -5.40 0.06
C -0.27 -2.07 2.45 -0.25
H 1.29 -0.62 5.57 0.07
H -8.03 8.32 -0.64 0.10
C -1.01 4.64 -0.07 0.02
H 0.30 2.32 3.90 0.07
F 2.46 2.21 -0.70 0.03
C 3.99 0.33 -2.42 -0.08
H -0.23 -1.15 -4.84 0.08
H 3.15 -1.57 -0.49 0.05
H -6.40 10.04 0.01 0.11
C 0.50 0.61 -3.72 -0.67
H -0.13 0.35 -5.74 0.10
H 2.30 -2.51 2.44 0.08
C 0.36 -1.98 -2.42 -0.27
C -1.21 0.18 4.86 -0.07

No. 7
50
Properties=species:S:1:pos:R:3:lowdin_charge:R:1 method="wB97M-V/def2-TZVPD" homo_lumo_gap_ev=5.9 e_above_lowest_kcal_mol=0.00 e_homo_ev=-6.65 total_charge=0
H -3.84 -4.40 -5.17 0.03
H 1.50 -6.70 -1.96 0.03
H -1.19 -2.38 -2.67 0.05
C -1.05 -0.36 -1.96 -0.10
C 0.75 -2.12 -0.13 -0.14
C -0.58 -2.13 0.29 -0.19
H 0.97 -7.93 -3.14 0.04
H -3.32 -4.23 -6.87 0.04
C -3.18 -3.85 -5.85 -0.31
H -1.98 -3.46 -0.67 0.12
C -1.72 -1.72 -1.97 -0.18
H -0.82 -7.70 -4.76 0.08
C -1.52 -7.17 -1.78 -0.32
C 0.30 -0.13 -2.20 -0.12
H 0.49 -3.30 -6.64 0.03
H -0.06 -5.83 -6.09 0.07
H -2.59 -6.93 -1.78 0.03
H -1.72 0.50 -2.04 0.11
H -0.92 -3.60 -7.68 0.04
H -1.75 -6.05 -6.58 0.08
H -1.14 -7.02 -0.77 0.03
I 0.32 0.25 2.43 0.25
H -2.66 -1.97 -0.04 0.12
Be 0.00 0.00 0.00 0.10
P -1.42 -3.99 -5.28 0.81
H 2.33 -0.72 -2.23 0.12
H -1.39 -8.23 -2.05 0.04
H 2.18 -2.95 -1.49 0.12
H -2.36 -6.92 -4.41 0.07
C 1.21 -2.44 -1.54 -0.17
H 0.88 2.49 -0.07 -0.04
H -3.49 -2.80 -5.83 0.03
H 0.59 0.88 -2.49 0.11
H -0.81 -2.10 -6.71 0.03
H 1.51 -2.16 0.64 0.09
H -2.73 -1.61 -2.36 0.12
C -0.59 -3.18 -6.72 -0.32
H 0.52 -3.16 -2.01 0.07
C -1.10 -5.77 -5.74 -0.45
H -0.67 2.47 0.79 -0.08
C -1.29 -6.73 -4.56 -0.45
H 1.68 -6.39 -3.69 0.03
C 1.36 -1.19 -2.44 -0.16
H -0.76 -2.21 1.36 0.05
C 1.03 -6.85 -2.94 -0.31
P -0.64 -6.04 -2.96 0.81
C -1.80 -2.38 -0.57 -0.16
H -0.65 2.41 -0.99 -0.05
H 1.37 -1.48 -3.50 0.13
C -0.14 2.07 -0.08 -0.30

No. 8
8
Properties=species:S:1:pos:R:3:lowdin_charge:R:1 method="wB97M-V/def2-TZVPD" homo_lumo_gap_ev="7.3 / 7.3" e_above_lowest_kcal_mol=41.51 smiles="C=C=C=S.F" e_homo_ev="-8.45 / -8.45" total_charge=0
H -0.31 2.03 0.88 0.07
H 1.92 -3.05 -0.55 0.12
F 1.15 -2.53 -0.29 -0.11
C -0.21 1.08 0.35 0.01
C 2.26 0.73 0.07 -0.63
H -1.17 0.57 -0.03 0.09
S 3.73 0.06 0.01 0.66
C 0.95 0.59 -0.02 -0.20

No. 9
17
Properties=species:S:1:pos:R:3:lowdin_charge:R:1 method="wB97M-V/def2-TZVPD" homo_lumo_gap_ev="8.1 / 8.1" e_above_lowest_kcal_mol=81.52 e_homo_ev="-7.85 / -7.85" total_charge=0
Br -1.60 -2.79 0.45 0.64
C 0.88 -2.66 -1.00 -0.17
H 1.64 -2.10 -1.54 0.04
H 1.16 2.59 1.26 0.09
C -0.16 -2.05 -0.51 -0.69
C 0.31 0.82 0.38 -0.44
O -1.97 0.45 -0.35 0.04
H 0.90 2.71 -0.49 0.08
H 1.29 0.36 0.15 0.14
O -0.18 0.38 1.63 -0.04
C 0.48 2.34 0.45 -0.02
H -2.03 0.42 0.63 0.12
H -0.48 0.55 -1.73 0.13
H -0.16 -0.58 1.64 0.06
H 1.07 -3.72 -0.92 0.04
C -0.69 0.45 -0.68 -0.10
H -0.48 2.82 0.63 0.09

No. 10
32
Properties=species:S:1:pos:R:3:lowdin_charge:R:1 method="wB97M-V/def2-TZVPD" homo_lumo_gap_ev=11.0 e_above_lowest_kcal_mol=113.40 e_homo_ev=-14.06 total_charge=+1
O -2.03 0.85 -2.65 0.10
H 3.71 1.21 0.19 0.10
O 1.02 2.73 -1.70 -0.08
H 1.24 3.43 -1.00 0.09
O -2.13 1.32 1.96 -0.05
H -2.75 -2.46 -2.09 -0.05
H 1.64 -2.59 -0.53 -0.17
H 1.96 -3.39 -1.74 0.12
H 1.06 0.55 3.43 0.05
H 0.51 -0.19 0.86 0.11
O 0.73 -0.36 3.30 -0.12
H -1.80 3.82 -1.05 0.06
N 0.29 -0.02 -0.14 0.35
H -1.54 3.30 0.24 0.06
H 1.10 -3.22 1.84 0.08
H 1.64 2.58 -2.42 0.04
H -0.16 -0.70 -0.70 0.12
H -0.28 0.82 0.09 0.12
O 1.81 -2.46 -1.33 0.00
H 0.13 -0.46 4.16 0.12
H -2.85 0.83 -2.53 -0.08
O -2.01 2.98 -0.58 -0.08
O 3.39 0.34 0.64 -0.09
H -1.66 1.59 -2.36 -0.06
H 1.17 0.36 -0.38 0.07
H 3.77 0.37 1.53 0.04
H -1.47 -3.19 -1.76 0.12
O 0.49 -3.18 1.08 0.00
H 0.28 -4.04 1.04 -0.01
H -2.12 0.65 2.63 0.02
H -2.87 1.13 1.36 0.06
O -2.26 -2.60 -1.36 -0.06

No. 11
57
Properties=species:S:1:pos:R:3:lowdin_charge:R:1 method="wB97M-V/def2-TZVPD" homo_lumo_gap_ev="6.3 / 6.3" e_above_lowest_kcal_mol=3.58 e_homo_ev="-8.00 / -8.01" total_charge=0
C 1.03 0.34 3.15 0.03
H -5.05 0.52 -1.33 0.06
Te -2.60 0.39 0.55 1.05
C -0.86 -3.12 0.26 -0.54
S 5.25 1.01 -0.29 0.62
C -2.86 2.20 -0.55 -0.56
H 5.19 -5.29 -0.14 0.11
S 2.66 1.92 -1.48 0.99
N 3.14 -0.52 -1.07 -0.14
H -2.88 6.65 -2.39 0.07
S -0.24 1.04 -2.07 0.65
O -0.87 -2.25 -0.70 -0.14
H -1.91 5.45 -0.60 0.11
C -0.34 -2.59 1.53 -0.15
C 3.71 -1.81 -0.80 -0.21
H 2.92 -4.73 0.68 0.11
H -0.46 2.67 0.90 0.03
C -0.54 -4.38 3.43 -0.48
C -0.23 -3.07 2.80 -0.06
C 2.97 -2.74 -0.10 -0.01
O -1.23 -4.29 0.17 0.09
H 0.48 -2.11 4.52 0.18
H 5.53 -1.38 -1.85 0.10
C -2.43 4.54 -0.89 -0.02
C -3.92 3.39 -2.34 -0.02
H -4.56 6.16 -2.66 0.08
C 3.77 0.68 -0.91 -1.11
C 5.50 -3.37 -1.04 -0.07
C 4.77 -4.31 -0.32 -0.08
C -3.28 4.57 -1.98 -0.26
N 1.82 -0.50 -1.49 -0.03
H -3.74 0.20 -2.44 0.07
H -5.11 1.20 -2.96 0.08
H -1.10 -5.01 1.69 0.08
C 0.46 -0.96 2.73 -0.32
C -3.73 2.20 -1.65 -0.33
Rh -0.32 -0.38 -0.28 0.55
H 6.48 -3.62 -1.41 0.11
H -0.76 4.40 1.06 0.08
O -0.34 -4.52 4.61 0.12
H -4.59 3.39 -3.20 0.12
H 1.97 -2.48 0.23 0.08
N 0.27 -2.03 3.53 0.21
H -1.75 3.23 1.94 0.07
C -4.45 0.96 -2.12 -0.10
C -3.52 5.84 -2.75 -0.05
C 4.97 -2.11 -1.29 -0.04
N 0.11 -1.30 1.50 -0.02
C 3.50 -4.00 0.14 -0.06
C -2.20 3.37 -0.16 -0.34
C -1.24 3.43 1.00 -0.10
O -0.99 -5.32 2.63 0.15
H 0.43 0.80 3.94 0.09
C 1.43 0.71 -1.76 -1.09
H 1.05 1.02 2.30 0.07
H -3.31 5.70 -3.81 0.08
H 2.05 0.21 3.52 0.10